# 1
Molecular formula: C10H12N2
Method: DFT, wB97M-V/def2-TZVPD

As for the HOMO energy: -8.64 eV. The HOMO-LUMO gap is 9.427 eV. For the total energy, the calculation gives -13536.6763 eV.

```
! wB97M-V def2-TZVPD RIJCOSX def2/J DEFGRID3
* xyz 0 1
C 3.1824 -1.0664 -0.4389
H 4.0777 2.1189 0.9536
H -2.3707 -1.4577 -1.0657
C -0.2919 0.2834 -0.2865
H 1.2337 -1.9464 -0.9950
H -2.8270 0.8269 -1.6557
C 1.8006 -1.0270 -0.4636
H 1.3718 1.9686 0.7490
H -4.7052 -0.4529 0.5066
H 3.8731 -2.0693 -0.8432
H -0.9754 -1.3200 0.5730
C -2.3711 1.0135 -0.8536
C 1.2298 0.2261 -0.1845
C 1.9681 1.2426 0.2500
H 5.3456 -0.4620 0.3836
N -0.8216 1.2242 -1.0175
C -2.4385 -0.3760 -0.2850
H -3.7622 -1.2336 1.2443
N -1.1149 -0.4776 0.3900
H -3.4912 0.3941 1.4375
C 3.3781 1.1781 0.4818
H -2.6574 1.9536 0.1901
C 4.0337 -0.1432 0.0917
C -3.6674 -0.3979 0.8379
*
```

***

# 2
Molecular formula: C5H10NO
Method: DFT, wB97M-V/def2-TZVPD

As for the HOMO energy: -2.57 eV. The HOMO-LUMO gap is 6.317 eV. For the total energy, the calculation gives -8883.5048 eV. The SMILES is C=CC[C@@H](N)C[O-].

```
! wB97M-V def2-TZVPD RIJCOSX def2/J DEFGRID3
* xyz -1 1
H 0.4662 -0.0401 2.3608
H -0.6772 1.4133 -0.0473
H 0.6569 1.5474 -3.4836
H -1.3023 -1.0172 0.1282
C 0.1344 1.5108 -2.5387
H 0.9848 1.0047 0.2207
C -0.5646 -0.4294 2.0714
N 0.6084 -1.7321 0.3560
C -0.3670 -0.6276 0.5450
H 0.3988 -2.2811 1.2010
H 1.5433 -1.3626 0.5314
O -1.0599 -1.5268 2.6431
C 0.1732 0.4760 -1.6926
H -0.3737 2.4234 -2.2363
H 0.5078 -0.4689 -2.1132
H -1.1840 0.4892 2.2605
C 0.0550 0.6209 -0.2064
*
```

***

# 3
Molecular formula: C4H5Cl
Method: DFT, wB97M-V/def2-TZVPD

As for the HOMO energy: -8.51 eV. The HOMO-LUMO gap is 7.957 eV. For the total energy, the calculation gives -16746.4819 eV.

```
! wB97M-V def2-TZVPD RIJCOSX def2/J DEFGRID3
* xyz 0 1
H 2.6807 -0.1117 -0.1880
H -0.7648 -0.1205 1.4166
Cl -3.2903 0.0510 0.2075
C -0.5508 -0.3515 0.4067
H 1.1268 0.4128 -0.9404
C 0.8125 -0.6789 0.6725
C 1.6839 0.3304 -0.0324
H 1.6371 1.3584 0.4229
C -1.6375 -0.3372 -0.4458
H -1.6976 -0.5528 -1.5196
*
```

***

# 4
Molecular formula: C6H14FOS
Method: DFT, wB97M-V/def2-TZVPD

As for the HOMO energy: -14.86 eV. The HOMO-LUMO gap is 9.869 eV. For the total energy, the calculation gives -22037.0464 eV.

```
! wB97M-V def2-TZVPD RIJCOSX def2/J DEFGRID3
* xyz 1 1
H -4.1264 -1.7626 -0.6039
H 2.5068 2.6887 -2.4989
H 2.0650 3.4042 0.0382
C -2.2149 -2.2846 0.5836
F 2.8657 1.2410 2.0033
H -2.0157 -2.4955 1.7336
H 1.9538 0.9217 -2.1441
H 0.8709 1.7852 1.4348
H 3.6094 2.3564 -0.2434
H -1.2622 -0.8795 -0.9389
C 1.8257 1.3122 0.9100
H -0.2626 -2.4829 -0.5904
C -3.5663 -1.3681 0.3720
S 1.4798 -0.4450 0.3642
H 0.7373 2.4555 -1.8859
C 2.4191 2.3022 -0.2536
H 2.3414 -1.2802 1.1316
H -4.3529 -1.4862 1.2524
H -3.3206 -0.2217 0.1834
C 1.8404 2.0251 -1.7638
C -0.8527 -1.6003 -0.0976
H -2.4524 -3.3524 0.1058
O -0.0887 -0.8331 0.9075
*
```

***

# 5
Molecular formula: C3H3CoFO2
Method: DFT, wB97M-V/def2-TZVPD

As for the HOMO energy (spin up / spin down): -9.08 / -8.35 eV. The HOMO-LUMO gap (spin up / spin down) is 7.804 / 5.968 eV. For the total energy, the calculation gives -47590.3412 eV. The expectation value of S² is 3.803.

```
! wB97M-V def2-TZVPD RIJCOSX def2/J DEFGRID3
* xyz 0 4
F -2.4938 -0.0572 1.5663
H -0.1262 0.3751 2.0489
H -0.5453 -0.4443 -1.3585
O -0.2231 1.0947 0.0485
Co 0.8155 1.7849 -2.5888
O 1.2495 -0.3775 -0.6869
C 0.2321 0.4962 -1.1593
C 0.5803 -0.9528 0.4059
C -0.0748 0.0873 1.0022
H 0.5857 -2.0063 0.7217
*
```

***

# 6
Molecular formula: C20H25N5O3S2
Method: DFT, wB97M-V/def2-TZVPD

As for the HOMO energy: -8.66 eV. The HOMO-LUMO gap is 8.937 eV. For the total energy, the calculation gives -56409.4532 eV. The SMILES is Cc1ccccc1N1C[C@@H](C(=O)Nc2nnc(SCCN3CCOCC3)s2)CC1=O.

```
! wB97M-V def2-TZVPD RIJCOSX def2/J DEFGRID3
* xyz 0 1
O 3.2424 -3.5037 -0.5176
H 2.8258 -5.7345 -1.9814
H 0.3846 5.8821 4.6011
C -1.0722 -1.7393 0.8975
C -0.5170 4.6265 1.5952
N -0.6655 3.3696 0.9580
H -1.2323 -3.7226 -3.1720
C -1.8415 2.8587 0.5317
H -2.3840 0.7761 0.3434
C -0.6447 7.0103 1.5890
C 0.0597 5.8637 3.5716
C -0.4034 0.4004 1.9844
C 2.2755 -2.6857 -1.1300
C -1.2562 5.7855 -0.5151
C 0.4473 2.4505 0.8438
C -0.2184 7.0443 2.9040
C -1.5449 -3.5552 -0.5710
H 0.8161 -2.7371 -2.7014
H -1.5319 1.4365 -1.0482
H 3.4620 -5.2952 0.3664
H -0.8616 7.9349 1.0734
N -0.9312 -1.4604 -0.3514
H 1.0669 2.7175 -0.0215
H 0.3599 0.4226 -0.0063
C -0.7979 5.8089 0.9084
S -1.9847 -5.0320 -1.3394
N -1.2017 -2.4679 -1.1684
C -1.1794 -4.7867 -2.9573
H -2.2720 5.3939 -0.5651
H 1.5090 -2.4034 -0.3934
C -0.2123 1.0806 0.6480
H 0.0942 3.7259 3.4343
H -0.6209 5.1357 -1.1161
O -0.1975 0.9143 3.0561
H 1.8831 -4.5064 0.6626
H -0.1056 7.9922 3.4090
C 2.6612 -4.7110 -0.0893
H 1.5718 -6.3877 -0.8867
C 2.0345 -5.4708 -1.2581
H -1.2435 6.7855 -0.9407
H -1.0074 -1.3073 2.8723
N 1.0120 -4.6347 -1.8628
H 0.7125 -5.1837 -3.8968
C 0.2540 -5.3051 -2.9008
C -1.5755 1.4381 0.0413
S -1.5829 -3.4131 1.1863
H 2.7974 -1.7880 -1.4652
C 1.6025 -3.3844 -2.3111
H 2.3529 -3.5622 -3.1021
H 1.0666 2.4763 1.7424
C -0.0925 4.6560 2.9179
N -0.8585 -0.9059 1.9530
H 0.2242 -6.3734 -2.6708
O -2.9124 3.4205 0.5298
H -1.7668 -5.3496 -3.6805
*
```

***

# 7
Molecular formula: C23H16Br2F6N9O6ReS3
Method: DFT, wB97M-V/def2-TZVPD

As for the HOMO energy (spin up / spin down): -10.81 / -10.80 eV. The HOMO-LUMO gap (spin up / spin down) is 4.989 / 4.632 eV. For the total energy, the calculation gives -240822.3584 eV. The expectation value of S² is 1.167.

```
! wB97M-V def2-TZVPD RIJCOSX def2/J DEFGRID3
* xyz 1 2
H 1.2009 -2.1414 -2.1888
S -3.3561 1.9183 -0.5550
C 0.0436 -2.9931 0.7727
O -1.4215 -0.3254 0.2706
N -1.0170 -1.0979 -3.1522
H 0.6720 -3.1769 3.9244
C 3.1956 1.5229 -2.9338
C 3.4374 0.0400 -0.9642
N 0.9303 1.4373 4.4525
F 0.2723 3.9224 2.5913
C -0.2560 -3.0862 3.3537
C 0.4933 1.4327 -2.3770
Br 5.8699 -0.9260 0.0550
H -0.7105 -5.7797 -0.9929
N -4.8681 -2.8892 -1.6837
C -0.5785 4.0558 1.5670
H 0.4595 -4.4288 -2.7465
Br 5.4306 2.4864 -4.4477
C 1.2191 0.7121 3.3672
O -3.0899 -1.6606 0.9694
N -3.0609 -1.0799 2.2494
F -5.1266 3.1236 -2.0594
C 0.9534 2.1861 -3.4623
C -4.0197 3.4787 -1.4088
F -4.2982 4.4230 -0.5389
C 2.2929 2.2334 -3.7505
C 0.3099 -4.0393 -1.7507
C 4.6051 1.4937 -3.0702
H -0.1391 -0.7023 3.9534
F -3.1270 3.9163 -2.2934
H -0.9745 -2.5593 3.9852
O 0.3535 1.8899 0.6428
N 0.4490 -1.1280 2.0495
O 2.8342 -0.5804 0.0253
F 0.0282 4.7203 0.5966
H -0.9383 -4.8340 1.2780
H -2.6086 -0.1665 2.2127
C 2.6402 0.7817 -1.8719
H 0.0410 1.3425 4.9180
H 6.4591 0.7459 -2.3264
H -0.5534 1.4278 -2.1193
C -2.3387 -1.1452 0.0275
N -1.9375 2.6279 -0.1817
C -1.8129 -1.3039 -2.3454
N 0.5047 -0.4432 3.2196
C 5.3845 0.7615 -2.2118
H 2.6523 2.8173 -4.5860
N 1.3039 0.7269 -1.6101
H -2.6231 -1.7512 2.8661
C 4.8110 0.0376 -1.1602
C 0.0374 -2.3658 2.0766
H -0.6407 -4.0852 3.1797
C -0.3225 -4.7964 -0.7684
Re 0.8272 -0.2480 0.2124
O -4.1854 1.7472 0.6236
H 0.2393 2.7174 -4.0740
N 0.5954 -2.2283 -0.2173
O -1.4895 1.7014 2.2268
C 0.7407 -2.7703 -1.4394
S -1.0065 2.3318 1.0262
F -1.6359 4.7312 1.9757
C -3.8946 -2.2968 -1.5098
C -2.7111 -1.5663 -1.2937
H 1.4245 2.3046 4.5781
S 2.4768 1.0673 2.3425
C -0.4462 -4.2678 0.5020
*
```

***

# 8
Molecular formula: C4H8N2
Method: DFT, wB97M-V/def2-TZVPD

As for the HOMO energy (spin up / spin down): -6.75 / -6.42 eV. The HOMO-LUMO gap (spin up / spin down) is 7.540 / 6.785 eV. For the total energy, the calculation gives -7252.3152 eV.

```
! wB97M-V def2-TZVPD RIJCOSX def2/J DEFGRID3
* xyz 0 1
H -2.2406 -1.5963 -0.2105
N -1.2507 -1.8060 -0.1843
C 2.0147 0.0087 -0.6840
C -0.4554 -0.6626 0.0651
H 2.6513 -0.0177 -1.5625
H 2.4586 0.5434 0.1621
H -0.8356 2.4793 1.2620
C 0.7801 -0.4597 -0.7508
H 0.6422 1.5647 1.1057
H -1.9958 0.7925 -0.0310
C -0.9707 0.6189 0.2663
H 0.5341 -0.8414 0.6943
N -0.3381 1.6813 0.8961
H -0.9941 -2.3050 -1.0284
*
```

***

# 9
Molecular formula: C3H11N2
Method: DFT, wB97M-V/def2-TZVPD

As for the HOMO energy: -14.45 eV. The HOMO-LUMO gap is 11.295 eV. For the total energy, the calculation gives -6263.1417 eV.

```
! wB97M-V def2-TZVPD RIJCOSX def2/J DEFGRID3
* xyz 1 1
H 2.8147 -1.2503 -1.7039
C -2.2232 0.0292 1.0270
H -0.4441 1.9808 0.6718
N 1.8878 -1.3966 -1.3167
H -3.0402 -0.6750 0.9976
H -2.1237 0.6244 1.9238
H 1.3358 -0.2731 -0.1660
H 1.8876 -2.3612 -0.9972
N 0.9896 0.4359 0.5612
H 1.7058 1.1229 0.7707
C -0.2502 1.1279 0.0264
H 0.0101 1.4848 -0.9626
H 1.2617 -1.3830 -2.1161
C -1.4057 0.1715 0.0001
H -1.5500 -0.4101 -0.9019
H 0.7208 -0.0842 1.3935
*
```

***

# 10
Molecular formula: C34H40N2OP
Method: DFT, wB97M-V/def2-TZVPD

As for the HOMO energy: -10.23 eV. The HOMO-LUMO gap is 5.287 eV. For the total energy, the calculation gives -50217.6886 eV.

```
! wB97M-V def2-TZVPD RIJCOSX def2/J DEFGRID3
* xyz 1 1
H 2.0298 0.5786 -4.5459
C -0.4993 -0.2352 -5.0705
H 0.7475 1.8638 5.0871
C -1.7587 -1.1623 -3.2093
C 0.3868 1.2101 4.2917
H -2.2668 -4.2772 -2.7804
H -3.9412 -1.0471 -3.3623
C 0.2200 0.6586 1.9328
C 0.4738 0.8270 0.4581
C -3.1302 -3.7262 -2.3792
H 2.4761 -3.0768 -2.2315
H 1.4732 -1.7340 -5.6616
H 1.3179 2.3563 2.7213
H 2.3994 3.9675 -2.4136
C -2.6248 -2.6956 -1.3681
C 0.6920 1.4882 2.9492
H 4.1909 5.4064 -1.4481
H -0.4600 1.1270 -0.0916
H -3.3487 -1.1759 -0.0119
C 2.4789 3.3630 -1.4989
C -2.9272 -0.4738 -5.1955
C 1.4906 2.4450 -1.1593
H -3.8589 -0.4247 -5.7626
H 3.5903 -0.1607 -4.0738
C -2.0242 -3.4334 -0.1788
P 0.0062 -2.6244 -1.9989
N 0.5450 -1.3208 -3.0099
H -3.6675 -3.2233 -3.1951
C -0.3297 0.0431 4.6032
H 0.4482 0.0958 -5.5040
C 2.5360 -0.0067 -3.7725
H 2.9010 1.1618 1.6602
H 2.8083 -1.4483 -1.5647
H 3.8238 -2.1049 -2.8666
C 1.6065 1.7042 0.0292
C 1.9313 -1.3937 -3.5510
H 2.5139 0.5601 -2.8305
C -2.9212 1.6185 8.0770
C 3.7761 2.6981 0.4621
H -2.3850 3.2656 9.3659
C -1.7014 -0.1431 -5.7974
H -1.3968 -1.6555 3.8697
N -1.5496 -1.8966 -1.9987
C -0.8196 -0.7838 3.5855
H -0.9391 -1.0875 1.4936
H -3.9776 1.6217 8.3433
C -0.2172 1.6007 7.3351
H -4.2796 -1.2275 -1.5279
C -0.5355 -0.8237 -3.8048
C -0.6814 2.5308 8.2727
C -0.5502 -0.4556 2.2759
C 2.7985 -2.0536 -2.4835
H -1.6410 0.1705 -6.8372
H 5.3687 4.1226 -1.7979
O -0.7160 -0.3196 5.8905
H 5.2466 4.7827 -0.1603
H 1.5072 -3.2246 -4.6472
H -3.1152 -0.0631 6.7102
H -3.8070 -4.4309 -1.8725
H 3.0363 -2.4028 -5.1018
C -2.9693 -0.9037 -3.8529
C 1.9786 -2.2455 -4.8303
H -1.6805 -2.7144 0.5756
H 0.6109 2.3308 -1.8065
C -2.4654 0.6742 7.1669
H -1.1800 -4.0908 -0.4494
H 0.5139 -0.1746 0.0882
H -4.4630 -2.5367 -0.3294
C -3.7463 -1.8385 -0.7942
H -2.8121 -4.0443 0.2749
H 0.8314 1.5730 7.0343
H 4.6820 2.7743 1.0847
C 3.6118 3.5033 -0.6787
C -1.1247 0.6923 6.7819
H 0.0382 3.2283 8.7115
C 2.7847 1.7809 0.7729
C 4.6672 4.5059 -1.0461
C -2.0274 2.5305 8.6477
*
```

***

# 11
Molecular formula: C19H22CeN2S
Method: DFT, wB97M-V/def2-TZVPD

As for the HOMO energy (spin up / spin down): -13.61 / -13.61 eV. The HOMO-LUMO gap (spin up / spin down) is 5.375 / 5.377 eV. For the total energy, the calculation gives -46787.4910 eV.

```
! wB97M-V def2-TZVPD RIJCOSX def2/J DEFGRID3
* xyz 2 1
C 1.8085 -1.7648 -1.9414
S 0.6398 -0.0491 1.1628
H -2.1305 2.1064 0.5691
C 1.6274 -4.2704 -0.7916
H 4.1159 1.8255 -3.8951
H -1.1086 1.6455 6.1965
H 3.7838 -2.3472 -2.5770
H -0.2532 -3.5025 0.0081
C -0.8052 1.2298 5.2385
C 2.2896 2.3653 -2.9106
C 1.9685 -0.3485 -2.3692
C 3.1227 0.0994 -3.0463
H 1.9958 0.2809 3.5162
C -0.0127 0.3262 2.7148
H -2.9793 -0.4563 0.4411
H -2.1360 0.3059 2.2253
H -3.9734 -1.1991 -0.8846
N 1.0029 0.5545 -1.9940
H -0.4560 2.4979 0.2437
Ce -1.0556 -0.1792 -0.8281
C 0.9477 0.4845 3.7504
C -1.3416 2.0244 -0.1842
H -3.9945 1.8560 -0.4474
H 0.3773 2.5300 -1.8609
H -2.8352 1.2435 4.4463
C 3.2593 1.4630 -3.3374
C 0.5487 0.9058 5.0150
H -4.6587 -0.2958 0.4483
H 1.5035 -5.2427 -0.3044
C -3.8353 -0.3102 -0.2618
H 3.5987 -4.6641 -1.6082
C 0.6162 -3.3208 -0.6334
C 2.7696 -3.9499 -1.5299
C -1.3875 0.5163 2.9963
H 3.8932 -0.6107 -3.3269
C 1.1753 1.8800 -2.2335
H -4.8328 0.9731 -1.6861
C 2.8691 -2.6843 -2.0925
H 1.2935 0.9819 5.8105
N 0.6765 -2.1045 -1.2362
H 2.3540 3.4442 -3.0952
H -1.6600 2.6330 -1.0463
C -3.9128 0.9704 -1.0888
C -1.7748 1.0190 4.2489
H -3.0937 1.1375 -1.8205
*
```

***

# 12
Molecular formula: C2H7ClNOPS
Method: DFT, wB97M-V/def2-TZVPD

As for the HOMO energy: -9.41 eV. The HOMO-LUMO gap is 9.411 eV. For the total energy, the calculation gives -38371.6765 eV. The SMILES is CCO[P@@](N)(=S)Cl.

```
! wB97M-V def2-TZVPD RIJCOSX def2/J DEFGRID3
* xyz 0 1
H -0.3846 1.2295 1.7909
H 1.2410 -1.5572 -1.7021
H -1.2082 0.8862 0.0226
C -1.3441 -0.6541 1.7062
H 2.6014 -0.5185 -1.1776
N 1.8042 -0.7174 -1.7270
P 0.8269 0.5709 -1.6108
S -0.8973 0.5932 -2.5948
H -0.5709 -1.2261 2.1999
H -2.0224 -0.3476 2.4691
H -1.8550 -1.3186 0.9336
Cl 1.9326 2.2483 -1.6757
C -0.6997 0.5653 0.9397
O 0.5760 0.2460 0.4259
*
```

***

# 13
Molecular formula: C2H5NOS
Method: DFT, wB97M-V/def2-TZVPD

As for the HOMO energy: -8.85 eV. The HOMO-LUMO gap is 9.613 eV. For the total energy, the calculation gives -16525.6899 eV. The SMILES is CNSC=O.

```
! wB97M-V def2-TZVPD RIJCOSX def2/J DEFGRID3
* xyz 0 1
C -1.5442 -0.5903 -1.6698
C 1.2281 0.5283 0.8136
H -1.4169 0.5848 -1.5184
N -0.1822 -0.0233 0.8290
S -0.3073 -1.4488 -0.1193
H 1.7125 0.6091 -0.1653
H -0.6185 -0.2379 1.7072
O -2.1454 -1.2074 -2.4375
H 1.2432 1.7104 1.0282
H 2.0307 0.0750 1.5323
*
```

***

# 14
Molecular formula: Ag3FN4O12
Method: DFT, wB97M-V/def2-TZVPD

As for the HOMO energy (spin up / spin down): -14.09 / -14.03 eV. The HOMO-LUMO gap (spin up / spin down) is 9.021 / 5.439 eV. For the total energy, the calculation gives -45214.1643 eV. The expectation value of S² is 3.775.

```
! wB97M-V def2-TZVPD RIJCOSX def2/J DEFGRID3
* xyz 1 4
O -3.5494 -1.3283 -0.4747
O -2.7100 0.6562 -0.6150
O 0.2039 1.1211 -1.3078
O 3.3672 -2.6954 -1.2178
O -1.4836 2.0138 2.0153
O -3.8146 0.1203 1.1604
Ag -1.6856 -0.8178 -1.9604
N -1.9703 1.6909 3.4221
O -3.1276 1.2744 3.6618
N 1.0516 0.7564 -0.4086
F -0.4356 -1.4406 -3.2742
N -3.4114 -0.1076 0.0798
O 1.8356 1.5515 0.0601
O 1.0350 -0.4428 0.0459
N 4.4212 -1.9450 -1.4554
Ag 1.4499 -1.5047 -2.1137
Ag 0.2590 2.6486 1.3831
O 4.4021 -0.7425 -1.0275
O 5.2520 -2.4378 -2.2060
O -1.0892 1.6292 4.2326
*
```